This record from the OMol25 dataset describes 2 unconnected molecules or ions with the total composition CHClNP. The level of theory is the ωB97M-V functional and the def2-TZVPD basis.

```
5
Properties=species:S:1:pos:R:3:forces:R:3:lowdin_charge:R:1
C 0.8188 0.8051 0.0267 -0.5 -0.3 -0.1 -0.5982
N 0.9745 1.7254 -0.6371 0.4 0.8 -0.3 0.1188
P 0.3025 -0.5967 0.9340 -2.8 1.5 1.8 0.8916
Cl -2.3631 -0.5896 -0.1991 2.4 0.1 1.2 -0.2069
H 0.2673 -1.3442 -0.1245 0.4 -2.1 -2.6 -0.2053
```
Forces are in eV/Å.

The highest occupied orbital energy (alpha / beta) comes out at -0.39472 / -0.39480 Eh. For the HOMO-LUMO gap (alpha / beta), the calculation gives 7.2 / 7.2 eV. The calculation puts the energy relative to the best compared isomer or geometry (same formula, charge and spin) at 1.498 eV.

---

This record from the OMol25 dataset describes a gas-phase ion, C3H6O3P (charge -1). The level of theory is the ωB97M-V functional and the def2-TZVPD basis.

```
13
Properties=species:S:1:pos:R:3:forces:R:3:lowdin_charge:R:1
C -0.1842 1.0263 1.4808 -0.2 -2.3 -1.0 -0.1616
P -1.1038 -0.3448 0.5900 -0.7 1.3 -2.4 0.3357
O -2.1528 0.2853 -0.3263 0.9 -0.5 1.3 -0.4559
O -1.4038 -1.5073 1.4745 0.4 0.1 -0.1 -0.4128
C 0.3149 -0.8050 -0.6704 0.3 -2.0 1.4 -0.2426
C 0.9980 -0.0074 -1.6639 -0.5 1.7 -3.0 -0.3826
O 2.1796 0.2623 -1.7984 0.0 -0.3 1.1 -0.0255
H 0.6717 1.1716 0.8193 0.1 0.5 0.5 0.0242
H -0.8892 1.8042 1.4586 -0.6 1.4 0.2 0.0027
H 0.0374 0.6576 2.4678 0.4 0.2 0.4 0.0215
H 0.0470 -1.7233 -1.2421 -0.5 0.5 0.3 0.1002
H 1.1007 -1.1743 -0.0176 0.4 -0.1 0.4 0.0714
H 0.3845 0.3548 -2.5723 0.0 -0.4 1.2 0.1254
```
Forces are in eV/Å.

The highest occupied orbital energy comes out at -0.17980 Eh. Its net charge is -1. For the HOMO-LUMO gap, the calculation gives 8.9 eV. The calculation puts the energy relative to the best compared isomer or geometry (same formula, charge and spin) at 0.467 eV.

---

This record from the OMol25 dataset describes 2 unconnected molecules or ions with the total composition C5H10O2. The level of theory is the ωB97M-V functional and the def2-TZVPD basis.

```
17
Properties=species:S:1:pos:R:3:forces:R:3:lowdin_charge:R:1
C 0.9313 1.5843 0.5774 -0.2 -0.1 0.1 -0.0066
C -0.3177 1.2322 0.8675 0.2 0.1 -0.1 -0.1721
C -1.4298 1.1831 -0.1401 0.2 0.3 0.0 -0.2795
O -2.2023 0.0161 0.1010 -0.3 -0.1 -0.1 -0.0875
H 1.2446 1.8109 -0.4409 -0.1 0.0 0.2 0.0699
H 1.7002 1.6369 1.3441 -0.1 0.0 -0.1 0.0655
H -0.6082 0.9734 1.8871 0.1 0.1 -0.2 0.1096
H -1.0168 1.1899 -1.1622 -0.1 0.0 0.2 0.1192
H -2.0536 2.0840 -0.0226 0.1 -0.2 0.0 0.1185
H -2.9838 0.0512 -0.4632 0.1 -0.1 0.1 0.0895
C 0.3725 -1.8938 -0.5321 0.0 0.2 -0.1 -0.0577
C 1.7196 -1.3245 -0.1797 0.2 -0.2 -0.3 -0.3405
O 2.4343 -0.7223 -0.9466 -0.3 -0.2 0.3 0.0195
H -0.3630 -1.7147 0.2598 0.2 0.0 -0.1 0.0664
H 0.0155 -1.4668 -1.4731 0.1 -0.1 0.1 0.0833
H 0.4876 -2.9779 -0.6454 0.0 0.1 0.0 0.0835
H 2.0730 -1.5646 0.8474 0.0 0.2 -0.1 0.1190
```
Forces are in eV/Å.

The highest occupied orbital energy comes out at -0.35558 Eh. For the HOMO-LUMO gap, the calculation gives 10.5 eV. The calculation puts the energy relative to the best compared isomer or geometry (same formula, charge and spin) at 2.392 eV.

---

This record from the OMol25 dataset describes a single C4H9NO molecule. The level of theory is the ωB97M-V functional and the def2-TZVPD basis.

```
15
Properties=species:S:1:pos:R:3:forces:R:3:lowdin_charge:R:1
C -0.7611 -0.6237 1.3997 0.0 -0.1 0.0 -0.0669
C 0.0525 0.1468 0.3632 0.1 0.1 0.2 -0.4339
C 1.4796 -0.3868 0.2382 0.1 0.0 0.0 -0.0586
N -0.6308 0.1173 -0.9247 0.0 0.0 -0.1 0.0363
C -0.6056 1.1603 -1.7919 0.0 0.1 0.0 -0.3664
O -0.0795 2.2354 -1.5790 -0.1 -0.3 0.0 0.0114
H -0.3458 -0.4801 2.4024 0.0 0.0 -0.2 0.0802
H -0.7474 -1.7014 1.1872 0.0 0.2 0.0 0.0787
H -1.8020 -0.2864 1.4096 0.1 0.0 0.0 0.0787
H 0.0948 1.2032 0.6454 0.0 -0.1 0.0 0.1380
H 2.0436 0.2022 -0.4911 -0.1 -0.1 0.1 0.0796
H 1.4750 -1.4352 -0.0865 0.0 0.2 0.0 0.0792
H 2.0006 -0.3314 1.1999 -0.1 0.0 -0.1 0.0795
H -1.0314 -0.7547 -1.2390 0.0 0.1 0.0 0.1358
H -1.1424 0.9344 -2.7333 0.1 0.1 0.1 0.1285
```
Forces are in eV/Å.

The highest occupied orbital energy comes out at -0.35822 Eh. For the HOMO-LUMO gap, the calculation gives 10.6 eV. The calculation puts the energy relative to the best compared isomer or geometry (same formula, charge and spin) at 0.345 eV.